Record 1
DFT (wB97M-V/def2-TZVPD) results for the molecule C21H35N3O3S at a distorted geometry.

```
! RIJCOSX wB97M-V def2-TZVPD def2/J DEFGRID3
* xyz 0 1
C -1.20 -3.76 0.98
C -1.24 -3.22 -0.45
C -2.23 -2.06 -0.61
H -2.20 -1.73 -1.65
H -3.25 -2.41 -0.41
C -1.90 -0.86 0.29
N -2.49 0.37 -0.18
C -3.83 0.62 -0.02
C -4.45 1.73 -0.62
C -5.79 1.99 -0.44
C -6.58 1.16 0.35
C -5.99 0.06 0.95
C -4.65 -0.21 0.77
H -4.24 -1.08 1.26
H -6.58 -0.60 1.57
H -7.63 1.37 0.49
H -6.23 2.85 -0.92
H -3.89 2.41 -1.24
C -1.68 1.18 -1.06
H -2.22 1.41 -1.98
H -0.79 0.60 -1.34
C -1.24 2.49 -0.39
H -2.11 2.95 0.09
H -0.87 3.19 -1.15
C -0.16 2.30 0.68
N 1.14 2.09 0.08
C 2.17 2.91 0.35
O 2.08 3.89 1.06
C 3.53 2.58 -0.29
C 3.53 1.64 -1.51
C 3.95 0.21 -1.13
N 3.50 -0.18 0.18
S 2.05 -0.98 0.31
O 1.35 -0.56 1.49
O 1.35 -0.87 -0.95
C 2.56 -2.70 0.57
C 3.27 -3.24 -0.65
H 2.65 -3.09 -1.53
H 4.21 -2.72 -0.80
H 3.47 -4.30 -0.54
H 1.64 -3.25 0.78
H 3.19 -2.68 1.45
C 3.94 0.65 1.29
C 4.44 2.01 0.82
H 5.46 1.92 0.43
H 4.45 2.70 1.66
H 4.74 0.12 1.83
H 3.09 0.76 1.97
H 5.04 0.12 -1.15
H 3.52 -0.49 -1.84
H 2.54 1.63 -1.98
H 4.24 2.02 -2.25
H 3.94 3.55 -0.58
H 1.27 1.23 -0.43
H -0.41 1.44 1.32
H -0.07 3.19 1.29
H -0.81 -0.74 0.31
H -2.21 -1.05 1.32
H -1.53 -4.02 -1.13
H -0.25 -2.86 -0.74
H -2.20 -4.03 1.31
H -0.80 -3.01 1.66
H -0.57 -4.65 1.03
*
```

The energy above the lowest of the compared OMol25 structures with the same formula, charge and spin is 9.57 kcal/mol. Its HOMO energy is -0.265 Ha. As for the orbital gap: 7.6 eV. The calculation puts the molecular weight at 409.60 g/mol.

Population analysis type natural (NBO), resulting atomic charges in e: -0.6185 -0.3957 -0.4113 0.2067 0.2020 -0.2216 -0.4551 0.2759 -0.3226 -0.1696 -0.2772 -0.1846 -0.3006 0.2052 0.2077 0.2091 0.2069 0.2091 -0.2152 0.1958 0.2091 -0.4156 0.2175 0.2061 -0.2275 -0.6376 0.6814 -0.6452 -0.3139 -0.4161 -0.2273 -0.7166 2.3190 -0.9459 -0.9726 -0.6349 -0.6282 0.2296 0.2157 0.2278 0.2450 0.2376 -0.2298 -0.4049 0.2021 0.2473 0.1918 0.2401 0.1975 0.2349 0.2176 0.2209 0.2437 0.4050 0.2064 0.2406 0.2215 0.1982 0.2011 0.1964 0.2063 0.2059 0.2035

---

Record 2
DFT (wB97M-V/def2-TZVPD) results for the ion C21H35N4O10P2S with charge -1 at a distorted geometry.

```
! RIJCOSX wB97M-V def2-TZVPD def2/J DEFGRID3
* xyz -1 1
C -0.49 -0.52 4.04
C 0.28 0.75 3.70
C 0.83 1.11 2.27
P 2.26 -0.03 2.01
N 2.28 -1.28 2.96
O 3.63 0.78 2.38
O 2.44 -0.63 0.49
C 1.46 2.52 2.67
O 2.29 3.18 1.74
S 2.07 2.90 0.20
O 3.09 1.99 -0.27
O 2.18 4.14 -0.49
C 0.34 2.36 0.01
C 0.15 2.03 -1.48
C 1.16 1.07 -2.19
C 0.40 0.03 -3.07
C 1.37 -0.64 -4.07
N 1.44 -2.11 -3.95
C 2.47 -2.58 -3.13
N 3.71 -2.29 -3.22
N 2.06 -3.54 -2.13
C -0.44 3.75 0.22
O -1.34 4.05 -0.59
O -0.12 4.48 1.19
C -0.20 1.29 1.07
C -0.55 0.00 0.30
C -1.15 -1.21 1.06
C -1.83 -2.14 0.05
C -3.19 -2.00 -0.18
C -3.82 -2.86 -1.06
C -3.11 -3.85 -1.72
C -1.76 -3.96 -1.49
C -1.11 -3.12 -0.61
C -1.54 1.76 1.73
P -3.07 2.00 0.78
O -4.15 1.09 1.24
O -3.07 1.93 -0.83
O -3.57 3.49 1.16
H -0.18 -1.43 3.53
H -1.59 -0.46 3.93
H -0.34 -0.73 5.11
H 1.15 0.73 4.36
H -0.31 1.60 4.08
H 2.32 -2.13 2.41
H 4.36 0.38 1.90
H 3.31 -0.41 0.13
H 2.06 2.41 3.58
H 0.62 3.15 2.97
H -0.84 1.70 -1.77
H 0.29 2.98 -2.02
H 1.79 0.47 -1.52
H 1.82 1.60 -2.88
H 0.04 -0.73 -2.36
H -0.49 0.47 -3.54
H 2.35 -0.17 -3.95
H 1.03 -0.40 -5.09
H 0.55 -2.43 -3.58
H 3.83 -1.64 -4.00
H 2.79 -4.25 -2.12
H 2.13 -3.10 -1.21
H 0.26 -0.42 -0.30
H -1.33 0.22 -0.44
H -0.31 -1.80 1.46
H -1.90 -0.98 1.82
H -3.80 -1.25 0.32
H -4.89 -2.77 -1.22
H -3.63 -4.53 -2.39
H -1.16 -4.73 -1.97
H -0.05 -3.22 -0.40
H -1.90 1.04 2.47
H -1.34 2.66 2.33
H -3.47 1.09 -1.11
H -4.48 3.49 0.83
*
```

The energy above the lowest of the compared OMol25 structures with the same formula, charge and spin is 33.72 kcal/mol. Its HOMO energy is -0.198 Ha. As for the orbital gap: 7.8 eV. The calculation puts the molecular weight at 597.54 g/mol.

Population analysis type Löwdin, resulting atomic charges in e: -0.1176 -0.2300 -0.3121 0.6272 -0.1577 -0.1487 -0.1874 -0.2021 -0.1915 0.6852 -0.2926 -0.2341 -0.2474 -0.1460 -0.1864 -0.1655 -0.1974 0.0357 -0.5490 0.1131 0.0832 -0.6992 -0.0124 -0.0215 -0.2831 -0.1354 -0.1182 -0.2238 -0.0428 -0.0928 -0.1074 -0.1011 -0.0546 -0.1350 0.4968 -0.3204 -0.1335 -0.1210 0.0422 0.0670 0.0791 0.1050 0.1195 -0.0208 0.0781 0.0727 0.1282 0.1206 0.0944 0.1271 0.0741 0.1140 0.0909 0.1123 0.0976 0.1083 0.1009 0.0376 0.0726 0.0640 0.0900 0.1007 0.0999 0.1000 0.1018 0.1028 0.0982 0.1017 0.0966 0.0785 0.1103 0.0813 0.0792

---

Record 3
DFT (wB97M-V/def2-TZVPD) results for a cluster of 2 separate species, C21H35N7O4 in total at a distorted geometry.

```
! RIJCOSX wB97M-V def2-TZVPD def2/J DEFGRID3
* xyz 0 1
O -0.01 1.36 -6.49
O 3.13 4.37 -5.40
N 0.43 -2.42 3.01
N 1.58 -0.63 1.97
O -1.70 0.28 6.76
O -1.58 -4.32 8.07
C -0.58 1.83 -5.52
C 2.13 3.70 -5.63
C -2.93 -1.23 2.50
C -2.11 -2.21 3.02
C 1.55 -1.81 2.62
C -0.73 -1.82 2.74
C 0.42 -0.07 1.71
C -0.78 -0.62 2.08
N 0.52 1.12 1.08
N -2.12 -0.26 1.93
N 1.65 3.56 -6.87
N -2.33 -3.42 5.14
N -0.02 2.63 -4.62
C -2.05 1.52 -5.31
C 2.26 4.15 -8.06
C -2.58 -3.47 3.69
C 2.80 0.27 -5.55
C -0.94 -0.93 6.74
C -1.09 -3.98 5.69
C -2.89 -2.37 6.00
C -1.01 -3.42 7.12
C -1.83 -2.13 7.08
C 1.44 1.08 -2.74
C 3.32 1.21 -4.46
C 2.26 2.02 -3.66
C 1.39 3.05 -4.44
H -1.14 1.04 6.56
H -1.17 -5.20 8.02
H -4.02 -1.23 2.54
H 2.49 -2.29 2.83
H 1.48 1.42 1.02
H -0.16 1.81 1.39
H -2.46 0.57 1.44
H 0.88 2.91 -6.99
H -0.65 2.95 -3.90
H -2.41 0.93 -6.15
H -2.17 0.96 -4.39
H -2.61 2.45 -5.26
H 1.66 3.92 -8.94
H 3.26 3.74 -8.20
H 2.34 5.23 -7.95
H -2.08 -4.33 3.24
H -3.66 -3.58 3.53
H 3.63 -0.36 -5.89
H 2.45 0.84 -6.40
H 2.01 -0.37 -5.17
H -0.13 -0.86 7.48
H -0.48 -1.06 5.76
H -1.10 -5.08 5.69
H -0.22 -3.65 5.12
H -3.11 -1.45 5.44
H -3.82 -2.72 6.45
H 0.04 -3.23 7.39
H -2.31 -1.95 8.05
H 0.81 1.67 -2.07
H 2.11 0.48 -2.13
H 0.82 0.41 -3.33
H 4.03 1.90 -4.91
H 3.89 0.61 -3.75
H 2.86 2.62 -2.97
H 1.31 3.89 -3.74
*
```

The energy above the lowest of the compared OMol25 structures with the same formula, charge and spin is 2.14 kcal/mol. Its HOMO energy is -0.280 Ha. As for the orbital gap: 7.7 eV. The calculation puts the molecular weight at 449.56 g/mol.

Population analysis type natural (NBO), resulting atomic charges in e: -0.6534 -0.6507 -0.4883 -0.5152 -0.7345 -0.7262 0.6819 0.6674 0.0006 -0.1217 0.2531 0.1674 0.3982 -0.0065 -0.7995 -0.5329 -0.6131 -0.4602 -0.6077 -0.7077 -0.4107 -0.2188 -0.6141 -0.0517 -0.2419 -0.2112 0.1016 -0.2667 -0.6078 -0.4014 -0.2081 -0.1287 0.4709 0.4694 0.2261 0.1830 0.4039 0.3758 0.4122 0.4265 0.3960 0.2464 0.2272 0.2238 0.2067 0.2050 0.2088 0.2186 0.1952 0.2077 0.2188 0.1982 0.1636 0.1648 0.1844 0.2044 0.1993 0.1860 0.1659 0.2328 0.2001 0.2213 0.2032 0.2187 0.1995 0.2140 0.2307

---

Question: Look up the orbital gap of the third one.
Answer: 7.7 eV

---

Question: The highest molecular weight belongs to which entry?
Answer: C21H35N4O10P2S